# 1
A structure of composition C32H35KN6PSbSe4. Source: the Open Molecules 2025 dataset; level of theory: ωB97M-V/def2-TZVPD.

Atoms and positions in Å:
1 K 0.294971 -0.930479 0.417459
2 C -1.991644 -0.006310 4.547234
3 C -1.246992 -0.566527 3.508749
4 N -0.431698 0.198268 2.794977
5 C -0.384681 1.499487 3.064113
6 C -1.190145 2.047896 4.055161
7 N -1.981133 1.292952 4.814327
8 C 0.578908 2.327398 2.268588
9 C 1.055975 3.532463 2.772826
10 C 1.960127 4.271020 2.018439
11 C 2.377400 3.743704 0.803947
12 C 1.880286 2.511007 0.383408
13 N 0.979457 1.840025 1.095287
14 C 2.354945 1.869979 -0.887701
15 C 3.439090 2.352465 -1.610547
16 N 3.882386 1.746503 -2.711840
17 C 3.248531 0.641052 -3.073329
18 C 2.160188 0.138720 -2.359405
19 N 1.716009 0.769999 -1.282567
20 C 2.476071 5.582762 2.508048
21 C 1.813463 6.303527 3.498409
22 C 2.329527 7.520047 3.916184
23 N 3.440825 8.064326 3.428715
24 C 4.073427 7.373149 2.484672
25 C 3.641008 6.149982 1.996953
26 H -2.621137 -0.639900 5.161261
27 H -1.285077 -1.628404 3.253349
28 H -1.213993 3.116664 4.237719
29 H 0.750347 3.855463 3.756370
30 H 3.062978 4.285310 0.171925
31 H 3.982003 3.236651 -1.300334
32 H 3.610983 0.115060 -3.948559
33 H 1.670612 -0.796565 -2.627296
34 H 0.890494 5.949149 3.935631
35 H 1.811507 8.084112 4.684469
36 H 4.983910 7.812935 2.091837
37 H 4.232882 5.648947 1.244186
38 C -5.018923 -0.683910 1.903324
39 C -4.710276 0.411893 0.879467
40 C -5.947278 0.663672 0.015189
41 C -4.391364 1.702162 1.645130
42 P -3.121402 -0.040787 -0.020531
43 C -3.040850 1.260397 -1.325513
44 C -3.856194 1.342343 -2.457829
45 C -3.688703 2.352942 -3.392101
46 C -2.697884 3.311476 -3.214997
47 C -1.871975 3.243614 -2.103755
48 C -2.042480 2.222801 -1.176219
49 C -3.282819 -1.681521 -0.891161
50 C -2.830780 -2.705188 0.155099
51 C -2.248430 -1.690741 -2.029119
52 C -4.635346 -2.119455 -1.455474
53 H -5.839352 -0.348519 2.548182
54 H -4.154425 -0.898235 2.535358
55 H -5.316811 -1.620649 1.433216
56 H -6.802723 0.881673 0.666267
57 H -6.208285 -0.195723 -0.601181
58 H -5.805086 1.525616 -0.638939
59 H -5.268523 2.006362 2.227347
60 H -4.135092 2.520037 0.966917
61 H -3.557976 1.557517 2.336526
62 H -4.623682 0.595957 -2.616323
63 H -4.327606 2.387759 -4.267016
64 H -2.563751 4.097487 -3.948894
65 H -1.081771 3.972745 -1.964949
66 H -1.371681 2.151901 -0.325009
67 H -1.806395 -2.561152 0.514969
68 H -2.817207 -3.705433 -0.290029
69 H -3.472607 -2.726860 1.039145
70 H -1.296774 -1.251125 -1.718189
71 H -2.595377 -1.127339 -2.899436
72 H -2.030336 -2.726131 -2.305098
73 H -5.397520 -2.215257 -0.679600
74 H -4.500193 -3.111024 -1.896921
75 H -5.015370 -1.452418 -2.234119
76 Se -1.234086 -5.869850 -0.892325
77 Sb 0.718678 -4.858989 0.239356
78 Se 1.701276 -3.069717 -1.207647
79 Se 0.156711 -3.440724 2.249811
80 Se 2.411758 -6.525547 0.753404

Cartesian forces (eV/Å) of the 6 atoms listed first:
0.02 -0.09 0.09
-0.07 -0.14 -0.09
0.03 0.27 0.14
-0.03 0.03 0.00
0.04 0.03 -0.06
0.01 -0.04 0.00

M in g mol⁻¹: 1011.35
Frontier orbital gap in eV: 2.84
Largest force on an atom in Eh/bohr: 0.012
Highest occupied orbital energy in eV: -0.477
Total charge: -2

# 2
The molecule C4H8O3 in a non-equilibrium geometry. Source: the Open Molecules 2025 dataset; level of theory: ωB97M-V/def2-TZVPD.

Atoms and positions in Å:
1 C -2.409635 0.587532 -0.531870
2 O -1.949075 -0.735611 -0.446968
3 C -0.784862 -0.932486 0.307301
4 C 0.490790 -0.503415 -0.356020
5 O 0.854785 -1.333895 -1.184191
6 O 1.243491 0.513156 0.009393
7 C 2.550088 0.467555 -0.591953
8 H -3.324383 0.564388 -1.131330
9 H -1.677073 1.239177 -1.029060
10 H -2.638163 1.006676 0.459757
11 H -0.924664 -0.529281 1.351943
12 H -0.338645 -1.935570 -0.227647
13 H 2.984455 -0.528750 -0.473045
14 H 2.477979 0.693301 -1.657440
15 H 3.137962 1.214718 -0.066636

Cartesian forces (eV/Å) of the 6 atoms listed first:
-0.08 0.36 -0.02
-0.08 0.03 -0.19
0.32 -0.77 -0.82
0.71 -0.24 -1.14
1.13 1.13 -0.63
-0.10 0.10 0.11

M in g mol⁻¹: 104.10
SMILES: COCC(=O)OC
Frontier orbital gap in eV: 10.86
Largest force on an atom in Eh/bohr: 0.081
Highest occupied orbital energy in eV: -10.025

# 3
A cluster of 10 separate species, C28H68O12S in total in a non-equilibrium geometry. Source: the Open Molecules 2025 dataset; level of theory: ωB97M-V/def2-TZVPD.

Atoms and positions in Å:
1 C 5.181700 -4.151226 3.894877
2 C 4.993905 -4.150592 2.599629
3 C 4.861232 -3.734377 1.041071
4 C 5.199283 -2.188437 0.743832
5 O 6.651173 -2.001462 0.735499
6 C 6.845731 -0.628848 1.255465
7 C 7.562686 -0.963096 2.697743
8 C 8.228809 -2.244426 2.859384
9 C 5.417482 0.167677 1.322962
10 C 4.279005 -1.018431 1.354628
11 C 3.869181 -1.030098 2.917553
12 S 2.356137 -2.022407 3.320666
13 O 1.087463 -1.291018 2.883629
14 O 2.340642 -2.172181 4.850922
15 H 5.492457 -4.115797 5.007571
16 H 5.678718 -4.356827 0.489748
17 H 3.858471 -4.084785 0.578122
18 H 4.970627 -2.121352 -0.401157
19 H 7.666193 -0.146585 0.607424
20 H 7.446379 -0.154203 3.506286
21 H 7.688036 -3.066236 3.470752
22 H 9.275896 -2.425519 2.415093
23 H 5.448223 0.840937 2.267361
24 H 5.316571 0.862284 0.406353
25 H 3.337187 -0.671970 0.799370
26 H 4.798341 -1.368677 3.533940
27 H 3.648407 0.059484 3.257823
28 H 2.332218 -3.303435 2.750541
29 C -0.835010 -2.487835 -1.105365
30 C 0.308409 -1.628869 -0.605703
31 O 1.525135 -2.025570 -1.230406
32 H -0.642960 -3.543597 -0.894448
33 H -1.776146 -2.198792 -0.631109
34 H -0.943463 -2.394189 -2.190242
35 H 0.427879 -1.741714 0.474379
36 H 0.129489 -0.570771 -0.824422
37 H 1.412158 -1.913855 -2.186285
38 C -0.776338 1.534120 -4.190405
39 C 0.447992 0.655812 -4.029891
40 O 0.117108 -0.697670 -4.314337
41 H -1.575735 1.204579 -3.520940
42 H -0.539070 2.578140 -3.969926
43 H -1.167894 1.469773 -5.209171
44 H 0.823229 0.705645 -3.004300
45 H 1.248600 0.971982 -4.706282
46 H -0.205789 -0.733334 -5.225779
47 C -1.613546 -3.638409 5.774668
48 C -0.766359 -4.311648 4.713654
49 O -0.568613 -3.432369 3.614541
50 H -2.583318 -3.345432 5.362567
51 H -1.778209 -4.305878 6.624470
52 H -1.130171 -2.724753 6.133041
53 H -1.262488 -5.211929 4.342507
54 H 0.210978 -4.596817 5.116287
55 H -0.119996 -2.639629 3.951108
56 C 1.213931 2.452275 4.731491
57 C 2.358596 3.311288 5.229588
58 O 3.575249 2.914387 4.604044
59 H 1.406503 1.396506 4.942882
60 H 0.273143 2.741516 5.206350
61 H 1.104028 2.545304 3.646306
62 H 2.479089 3.199145 6.307261
63 H 2.179453 4.368701 5.010758
64 H 3.462006 3.025596 3.649268
65 C -5.707616 1.931183 -5.312481
66 C -4.429383 2.601429 -5.774040
67 O -3.442510 1.620990 -6.072144
68 H -5.521618 1.319229 -4.425202
69 H -6.473555 2.673727 -5.074889
70 H -6.094346 1.261241 -6.086318
71 H -4.034178 3.252583 -4.990677
72 H -4.605766 3.206080 -6.669285
73 H -3.796622 1.054495 -6.772400
74 C 3.674724 5.494998 9.786106
75 C 2.325998 5.455363 9.095969
76 O 2.268733 4.356433 8.194933
77 H 4.479425 5.583491 9.051031
78 H 3.734452 6.338724 10.478098
79 H 3.851861 4.569871 10.342869
80 H 2.162352 6.371316 8.523507
81 H 1.516075 5.354650 9.825362
82 H 2.405678 3.548745 8.710677
83 C -5.265367 -2.122929 -7.457697
84 C -6.608944 -1.828529 -6.821555
85 O -7.073008 -0.548651 -7.234291
86 H -4.532990 -1.360353 -7.177888
87 H -4.892142 -3.101517 -7.146443
88 H -5.341907 -2.106172 -8.549132
89 H -6.523843 -1.824459 -5.732511
90 H -7.351150 -2.580790 -7.107015
91 H -7.153362 -0.564622 -8.198864
92 C -11.218977 -0.057197 -8.414929
93 C -11.409459 -0.609252 -7.016887
94 O -10.882892 -1.926933 -6.938310
95 H -11.717100 -0.694415 -9.150952
96 H -11.623559 0.954998 -8.493201
97 H -10.157562 -0.034070 -8.680082
98 H -12.471324 -0.651948 -6.763719
99 H -10.902854 0.016567 -6.275458
100 H -9.939244 -1.877868 -7.156035
101 C 1.472102 2.656373 0.233354
102 C 2.747097 3.331627 -0.231809
103 O 3.737943 2.355170 -0.528840
104 H 1.662031 2.047049 1.121747
105 H 0.702991 3.395618 0.470472
106 H 1.086997 1.982869 -0.538452
107 H 3.140350 3.986296 0.549585
108 H 2.566708 3.933539 -1.127974
109 H 3.385745 1.784976 -1.227509

Cartesian forces (eV/Å) of the 6 atoms listed first:
-0.37 0.15 -5.87
0.90 1.30 5.31
0.90 -1.06 1.03
-1.68 -1.67 -3.12
-2.59 2.27 1.08
2.84 -0.24 0.61

M in g mol⁻¹: 628.91
SMILES: C#CC[C@@H]1O[C@H](C=C)C[C@@H]1C[SH](=O)=O.CCO.CCO.CCO.CCO.CCO.CCO.CCO.CCO.CCO
Frontier orbital gap in eV: 7.24
Largest force on an atom in Eh/bohr: 0.119
Highest occupied orbital energy in eV: -7.405

# 4
A structure of composition N2O6Sr3 in a non-equilibrium geometry. Source: the Open Molecules 2025 dataset; level of theory: ωB97M-V/def2-TZVPD.

Atoms and positions in Å:
1 Sr 0.530483 1.489959 4.597765
2 Sr 0.628676 2.986104 -1.865752
3 Sr 1.114085 -2.344004 2.695732
4 N -0.807727 -1.485402 -2.445703
5 O -1.401878 -2.570837 -2.256006
6 O 0.065496 -1.446066 -3.308324
7 O -1.107205 -0.522772 -1.725612
8 N 0.251792 0.975385 1.082652
9 O 0.578949 -0.219447 1.218913
10 O 0.005377 1.397088 -0.074316
11 O 0.141955 1.739991 2.080651

Cartesian forces (eV/Å) of the 6 atoms listed first:
-0.35 0.89 0.13
-0.52 -0.49 -0.61
-0.14 -0.69 -0.96
-0.22 -2.24 -0.48
0.42 1.03 0.10
-0.19 0.73 0.45

M in g mol⁻¹: 386.87
Frontier orbital gap in eV: 2.14
Largest force on an atom in Eh/bohr: 0.045
Highest occupied orbital energy in eV: -18.097
Total charge: +4